Density functional theory data (ωB97M-V/def2-TZVPD) for 14 unconnected molecules or ions with the total composition C63H156N14O17.

Last columns: bonded neighbours and bond lengths (Å).
Element x y z (Å)
1 C -7.409 1.712 0.114  N2 1.546, H8 1.090, H9 1.090, H10 1.090
2 N -5.935 2.177 0.056  C1 1.546, C3 1.559, C4 1.554, C5 1.599
3 C -5.580 2.418 -1.443  N2 1.559, H11 1.090, H12 1.090, H13 1.090
4 C -5.700 3.549 0.747  N2 1.554, H14 1.090, H15 1.090, H16 1.090
5 C -5.047 0.995 0.665  N2 1.599, C6 1.518, H17 1.090, H18 1.090
6 C -5.488 0.307 1.944  C5 1.518, O7 1.450, H19 1.090, H20 1.090
7 O -5.789 1.188 3.055  C6 1.450, H21 0.960
8 H -7.645 0.744 -0.328  C1 1.090
9 H -8.081 2.402 -0.396  C1 1.090
10 H -7.734 1.601 1.148  C1 1.090
11 H -5.973 3.317 -1.917  C3 1.090
12 H -6.128 1.619 -1.942  C3 1.090
13 H -4.495 2.391 -1.547  C3 1.090
14 H -4.797 3.999 0.335  C4 1.090
15 H -5.520 3.565 1.822  C4 1.090
16 H -6.636 4.062 0.523  C4 1.090
17 H -4.022 1.357 0.755  C5 1.090
18 H -4.964 0.198 -0.075  C5 1.090
19 H -4.604 -0.289 2.170  C6 1.090
20 H -6.298 -0.419 1.870  C6 1.090
21 H -5.563 0.680 3.837  O7 0.960
22 C -0.478 2.262 -0.383  N23 1.500, H29 1.090, H30 1.090, H31 1.090
23 N 0.745 1.455 -0.062  C22 1.500, C24 1.506, C25 1.535, C26 1.580
24 C 1.944 2.022 -0.776  N23 1.506, H32 1.090, H33 1.090, H34 1.090
25 C 1.025 1.575 1.442  N23 1.535, H35 1.090, H36 1.090, H37 1.090
26 C 0.459 -0.074 -0.336  N23 1.580, C27 1.530, H38 1.090, H39 1.090
27 C 1.044 -0.630 -1.636  C26 1.530, O28 1.415, H40 1.090, H41 1.090
28 O 0.498 0.087 -2.727  C27 1.415, H42 0.960
29 H -0.172 3.306 -0.321  C22 1.090
30 H -1.215 2.037 0.387  C22 1.090
31 H -0.804 1.930 -1.369  C22 1.090
32 H 2.377 2.929 -0.356  C24 1.090
33 H 1.728 2.347 -1.794  C24 1.090
34 H 2.683 1.225 -0.856  C24 1.090
35 H 0.178 1.313 2.076  C25 1.090
36 H 1.095 2.643 1.650  C25 1.090
37 H 1.946 1.020 1.619  C25 1.090
38 H -0.597 -0.336 -0.275  C26 1.090
39 H 0.812 -0.750 0.443  C26 1.090
40 H 0.714 -1.656 -1.800  C27 1.090
41 H 2.133 -0.598 -1.596  C27 1.090
42 H -0.458 0.166 -2.691  O28 0.960
43 C 0.402 -4.767 5.280  N44 1.553, H50 1.090, H51 1.090, H52 1.090
44 N 1.603 -3.993 4.672  C43 1.553, C45 1.555, C46 1.538, C47 1.595
45 C 2.467 -3.603 5.905  N44 1.555, H53 1.090, H54 1.090, H55 1.090
46 C 2.393 -4.919 3.732  N44 1.538, H56 1.090, H57 1.090, H58 1.090
47 C 1.053 -2.723 3.881  N44 1.595, C48 1.564, H59 1.090, H60 1.090
48 C 2.066 -1.717 3.240  C47 1.564, O49 1.408, H61 1.090, H62 1.090
49 O 2.441 -0.884 4.312  C48 1.408, H63 0.960
50 H 0.556 -5.551 6.021  C43 1.090
51 H -0.026 -5.324 4.446  C43 1.090
52 H -0.168 -3.974 5.763  C43 1.090
53 H 1.811 -3.006 6.537  C45 1.090
54 H 3.335 -3.158 5.419  C45 1.090
55 H 2.727 -4.524 6.426  C45 1.090
56 H 3.266 -4.320 3.477  C46 1.090
57 H 1.705 -5.135 2.914  C46 1.090
58 H 2.817 -5.769 4.267  C46 1.090
59 H 0.254 -2.268 4.466  C47 1.090
60 H 0.414 -3.133 3.099  C47 1.090
61 H 1.629 -1.111 2.447  C48 1.090
62 H 2.959 -2.165 2.804  C48 1.090
63 H 3.155 -0.300 4.044  O49 0.960
64 C 1.223 -0.372 -6.507  C65 1.492, H73 1.090, H74 1.090, H75 1.090
65 C 2.491 -0.212 -5.736  C64 1.492, C66 1.495, N69 1.476, H76 1.090
66 C 3.715 0.156 -6.511  C65 1.495, O67 1.466, H77 1.090, H78 1.090
67 O 3.996 -0.873 -7.516  C66 1.466, C68 1.392
68 C 5.110 -0.577 -8.296  O67 1.392, H79 1.090, H80 1.090, H81 1.090
69 N 2.351 0.881 -4.754  C65 1.476, H70 1.010, H71 1.010, H72 1.010
70 H 3.127 1.386 -4.350  N69 1.010
71 H 1.853 1.638 -5.200  N69 1.010
72 H 1.676 0.663 -4.035  N69 1.010
73 H 1.158 -1.163 -7.254  C64 1.090
74 H 1.054 0.514 -7.120  C64 1.090
75 H 0.456 -0.543 -5.752  C64 1.090
76 H 2.681 -1.148 -5.210  C65 1.090
77 H 4.599 -0.029 -5.901  C66 1.090
78 H 3.723 1.138 -6.985  C66 1.090
79 H 4.807 0.210 -8.987  C68 1.090
80 H 5.297 -1.540 -8.771  C68 1.090
81 H 5.971 -0.085 -7.843  C68 1.090
82 C -2.357 4.402 -3.145  C83 1.481, H91 1.090, H92 1.090, H93 1.090
83 C -1.865 5.441 -2.210  C82 1.481, C84 1.623, N87 1.512, H94 1.090
84 C -0.291 5.747 -2.462  C83 1.623, O85 1.389, H95 1.090, H96 1.090
85 O 0.100 6.928 -1.844  C84 1.389, C86 1.425
86 C 1.246 7.543 -2.426  O85 1.425, H97 1.090, H98 1.090, H99 1.090
87 N -2.635 6.724 -2.423  C83 1.512, H88 1.010, H89 1.010, H90 1.010
88 H -3.572 6.767 -2.048  N87 1.010
89 H -2.020 7.460 -2.105  N87 1.010
90 H -2.710 6.949 -3.404  N87 1.010
91 H -2.438 4.767 -4.168  C82 1.090
92 H -3.351 4.129 -2.792  C82 1.090
93 H -1.754 3.496 -3.095  C82 1.090
94 H -1.968 5.158 -1.163  C83 1.090
95 H -0.122 5.729 -3.539  C84 1.090
96 H 0.465 5.037 -2.125  C84 1.090
97 H 1.219 7.689 -3.505  C86 1.090
98 H 2.250 7.153 -2.253  C86 1.090
99 H 1.461 8.519 -1.990  C86 1.090
100 C 6.769 -3.496 1.761  C101 1.502, H109 1.090, H110 1.090, H111 1.090
101 C 6.734 -3.093 0.314  C100 1.502, C102 1.547, H112 1.090, H113 1.090
102 C 7.677 -1.957 -0.150  C101 1.547, N103 1.568, H114 1.090, H115 1.090
103 N 7.556 -1.387 -1.606  C102 1.568, C104 1.537, C105 1.608, C108 1.521
104 C 8.161 -2.360 -2.631  N103 1.537, H116 1.090, H117 1.090, H118 1.090
105 C 8.475 -0.069 -1.552  N103 1.608, C106 1.541, H119 1.090, H120 1.090
106 C 7.571 1.153 -1.302  C105 1.541, C107 1.493, H121 1.090, H122 1.090
107 C 6.215 0.537 -1.203  C106 1.493, C108 1.483, H123 1.090, H124 1.090
108 C 6.217 -0.749 -1.942  N103 1.521, C107 1.483, H125 1.090, H126 1.090
109 H 6.717 -2.625 2.414  C100 1.090
110 H 7.583 -4.102 2.159  C100 1.090
111 H 5.873 -4.070 2.000  C100 1.090
112 H 5.728 -2.748 0.077  C101 1.090
113 H 7.009 -3.999 -0.228  C101 1.090
114 H 8.708 -2.187 0.118  C102 1.090
115 H 7.373 -1.036 0.346  C102 1.090
116 H 7.450 -3.139 -2.355  C104 1.090
117 H 9.188 -2.582 -2.341  C104 1.090
118 H 8.060 -1.831 -3.579  C104 1.090
119 H 8.757 -0.045 -2.605  C105 1.090
120 H 9.365 -0.086 -0.923  C105 1.090
121 H 7.830 2.045 -1.872  C106 1.090
122 H 7.815 1.442 -0.280  C106 1.090
123 H 5.383 1.166 -1.522  C107 1.090
124 H 5.887 0.198 -0.220  C107 1.090
125 H 6.204 -0.651 -3.028  C108 1.090
126 H 5.410 -1.427 -1.666  C108 1.090
127 C -5.809 -7.923 -0.877  C128 1.473, H136 1.090, H137 1.090, H138 1.090
128 C -4.699 -7.068 -1.328  C127 1.473, C129 1.541, H139 1.090, H140 1.090
129 C -4.131 -6.099 -0.272  C128 1.541, N130 1.538, H141 1.090, H142 1.090
130 N -2.995 -5.311 -0.944  C129 1.538, C131 1.558, C132 1.582, C135 1.537
131 C -3.308 -4.610 -2.299  N130 1.558, H143 1.090, H144 1.090, H145 1.090
132 C -1.597 -6.050 -0.922  N130 1.582, C133 1.551, H146 1.090, H147 1.090
133 C -0.518 -4.949 -0.749  C132 1.551, C134 1.495, H148 1.090, H149 1.090
134 C -1.234 -3.698 -0.351  C133 1.495, C135 1.537, H150 1.090, H151 1.090
135 C -2.623 -4.210 0.063  N130 1.537, C134 1.537, H152 1.090, H153 1.090
136 H -5.456 -8.538 -0.050  C127 1.090
137 H -6.127 -8.649 -1.626  C127 1.090
138 H -6.602 -7.266 -0.519  C127 1.090
139 H -5.160 -6.498 -2.135  C128 1.090
140 H -3.881 -7.617 -1.794  C128 1.090
141 H -3.665 -6.613 0.569  C129 1.090
142 H -4.774 -5.330 0.156  C129 1.090
143 H -3.378 -5.272 -3.162  C131 1.090
144 H -2.545 -3.890 -2.594  C131 1.090
145 H -4.284 -4.150 -2.142  C131 1.090
146 H -1.508 -6.500 -1.911  C132 1.090
147 H -1.612 -6.734 -0.073  C132 1.090
148 H -0.045 -4.765 -1.714  C133 1.090
149 H 0.014 -5.261 0.149  C133 1.090
150 H -1.320 -3.045 -1.219  C134 1.090
151 H -0.664 -3.132 0.385  C134 1.090
152 H -3.369 -3.416 0.038  C135 1.090
153 H -2.436 -4.550 1.081  C135 1.090
154 C -0.365 -3.090 -4.229  C155 1.554, H163 1.090, H164 1.090, H165 1.090
155 C -1.026 -4.282 -4.976  C154 1.554, C156 1.510, H166 1.090, H167 1.090
156 C -0.706 -4.203 -6.449  C155 1.510, N157 1.597, H168 1.090, H169 1.090
157 N -1.396 -5.317 -7.363  C156 1.597, C158 1.503, C159 1.565, C162 1.600
158 C -1.302 -6.655 -6.686  N157 1.503, H170 1.090, H171 1.090, H172 1.090
159 C -0.784 -5.610 -8.772  N157 1.565, C160 1.469, H173 1.090, H174 1.090
160 C -1.634 -4.856 -9.703  C159 1.469, C161 1.553, H175 1.090, H176 1.090
161 C -3.072 -4.712 -9.134  C160 1.553, C162 1.551, H177 1.090, H178 1.090
162 C -2.949 -5.029 -7.620  N157 1.600, C161 1.551, H179 1.090, H180 1.090
163 H 0.656 -3.062 -4.610  C154 1.090
164 H -0.375 -3.152 -3.141  C154 1.090
165 H -0.990 -2.243 -4.510  C154 1.090
166 H -2.103 -4.412 -4.873  C155 1.090
167 H -0.527 -5.133 -4.512  C155 1.090
168 H 0.353 -4.342 -6.667  C156 1.090
169 H -1.165 -3.291 -6.831  C156 1.090
170 H -1.905 -6.689 -5.778  C158 1.090
171 H -0.265 -6.834 -6.404  C158 1.090
172 H -1.526 -7.507 -7.328  C158 1.090
173 H -0.735 -6.673 -9.009  C159 1.090
174 H 0.165 -5.085 -8.883  C159 1.090
175 H -1.812 -5.644 -10.435  C160 1.090
176 H -1.094 -3.951 -9.982  C160 1.090
177 H -3.850 -5.355 -9.545  C161 1.090
178 H -3.350 -3.702 -9.435  C161 1.090
179 H -3.442 -5.998 -7.538  C162 1.090
180 H -3.366 -4.384 -6.847  C162 1.090
181 C 1.187 4.535 4.707  C182 1.516, H190 1.090, H191 1.090, H192 1.090
182 C 0.320 5.766 4.882  C181 1.516, C183 1.561, H193 1.090, H194 1.090
183 C 0.327 6.658 3.601  C182 1.561, N184 1.516, H195 1.090, H196 1.090
184 N -0.623 7.839 3.576  C183 1.516, C185 1.526, C186 1.557, C189 1.525
185 C -1.868 7.579 4.417  N184 1.526, H197 1.090, H198 1.090, H199 1.090
186 C -1.113 8.348 2.189  N184 1.557, C187 1.491, H200 1.090, H201 1.090
187 C -0.468 9.661 1.901  C186 1.491, C188 1.515, H202 1.090, H203 1.090
188 C 0.692 9.818 2.862  C187 1.515, C189 1.474, H204 1.090, H205 1.090
189 C 0.129 9.091 4.015  N184 1.525, C188 1.474, H206 1.090, H207 1.090
190 H 1.153 3.932 5.615  C181 1.090
191 H 2.259 4.718 4.784  C181 1.090
192 H 0.905 3.842 3.915  C181 1.090
193 H 0.750 6.373 5.679  C182 1.090
194 H -0.683 5.399 5.098  C182 1.090
195 H -0.037 6.042 2.778  C183 1.090
196 H 1.358 6.986 3.473  C183 1.090
197 H -1.417 7.406 5.394  C185 1.090
198 H -2.315 6.651 4.060  C185 1.090
199 H -2.476 8.484 4.454  C185 1.090
200 H -2.189 8.523 2.228  C186 1.090
201 H -0.869 7.564 1.472  C186 1.090
202 H -1.159 10.468 2.141  C187 1.090
203 H -0.135 9.780 0.869  C187 1.090
204 H 1.079 10.820 3.049  C188 1.090
205 H 1.485 9.220 2.414  C188 1.090
206 H -0.677 9.725 4.384  C189 1.090
207 H 0.801 8.814 4.828  C189 1.090
208 C -3.612 0.358 10.227  C209 1.538, H217 1.090, H218 1.090, H219 1.090
209 C -3.058 -0.102 8.869  C208 1.538, C210 1.522, H220 1.090, H221 1.090
210 C -1.791 0.689 8.580  C209 1.522, N211 1.585, H222 1.090, H223 1.090
211 N -1.081 0.212 7.245  C210 1.585, C212 1.553, C213 1.536, C216 1.483
212 C -0.426 -1.175 7.486  N211 1.553, H224 1.090, H225 1.090, H226 1.090
213 C 0.004 1.241 6.895  N211 1.536, C214 1.525, H227 1.090, H228 1.090
214 C -0.111 1.550 5.407  C213 1.525, C215 1.556, H229 1.090, H230 1.090
215 C -1.106 0.500 4.834  C214 1.556, C216 1.504, H231 1.090, H232 1.090
216 C -1.950 0.208 6.043  N211 1.483, C215 1.504, H233 1.090, H234 1.090
217 H -4.198 1.263 10.064  C208 1.090
218 H -2.867 0.572 10.993  C208 1.090
219 H -4.451 -0.266 10.537  C208 1.090
220 H -3.779 -0.162 8.053  C209 1.090
221 H -2.606 -1.077 9.053  C209 1.090
222 H -1.099 0.766 9.419  C210 1.090
223 H -2.082 1.686 8.248  C210 1.090
224 H -1.267 -1.854 7.625  C212 1.090
225 H 0.134 -1.138 8.420  C212 1.090
226 H 0.258 -1.513 6.708  C212 1.090
227 H 0.956 0.800 7.190  C213 1.090
228 H 0.007 2.107 7.557  C213 1.090
229 H 0.805 1.487 4.819  C214 1.090
230 H -0.459 2.574 5.270  C214 1.090
231 H -0.625 -0.377 4.401  C215 1.090
232 H -1.796 0.790 4.041  C215 1.090
233 H -2.373 -0.779 5.856  C216 1.090
234 H -2.561 1.097 6.196  C216 1.090
235 N 2.860 -3.829 -0.685  O236 1.222, O237 1.201, O238 1.231
236 O 3.063 -3.182 0.331  N235 1.222
237 O 2.454 -4.954 -0.581  N235 1.201
238 O 2.838 -3.203 -1.745  N235 1.231
239 N -3.269 -0.030 -2.744  O240 1.205, O241 1.197, O242 1.211
240 O -3.561 -1.141 -2.381  N239 1.205
241 O -4.060 0.595 -3.389  N239 1.197
242 O -2.128 0.293 -2.494  N239 1.211
243 N 4.430 1.726 2.666  O244 1.234, O245 1.259, O246 1.270
244 O 5.458 1.930 2.014  N243 1.234
245 O 4.144 0.519 2.878  N243 1.259
246 O 3.669 2.641 3.110  N243 1.270
247 N -2.691 4.322 2.404  O248 1.219, O249 1.214, O250 1.239
248 O -1.772 4.364 1.605  N247 1.219
249 O -2.633 3.519 3.313  N247 1.214
250 O -3.568 5.198 2.426  N247 1.239

Summary:
HOMO (spin up / spin down)   -10.73 / -15.71 eV
2S+1   2
HOMO-LUMO gap (spin up / spin down)   2.020 / 6.982 eV
Charge   +5
M   1382.02 g mol⁻¹
E_tot   -123457.9677 eV

Mulliken atomic charge list, values in e, 8 entries: -0.984 0.398 -0.779 -0.860 -0.135 -0.851 -0.487 0.367